Computed, not measured: a 9-piece molecular cluster, C39H70N10O5S overall, with wB97M-V/def2-TZVPD.

The geometry in XYZ format:
```
125
Properties=species:S:1:pos:R:3:forces:R:3:mulliken_charge:R:1
C 8.431 2.899 2.127 0.0317 -0.0689 -0.0779 -1.2871
C 7.775 1.714 1.407 -0.0670 -0.1184 0.6052 -0.3935
C 6.236 1.695 1.576 0.2213 0.5787 -0.6772 -0.4855
C 5.486 1.176 0.328 -0.0161 -0.7243 0.2464 -0.8502
C 4.437 0.085 0.626 -0.3213 0.4651 -0.2119 -0.4201
C 4.068 -0.713 -0.634 0.5924 -0.2076 0.5347 -0.4021
C 3.235 -1.968 -0.357 -0.7133 0.2255 -0.6343 -1.0161
C 1.900 -1.690 0.368 0.5708 -0.1460 0.3119 -0.6992
C 1.105 -0.492 -0.184 -0.1683 0.0801 0.2488 -0.6149
C -0.421 -0.740 -0.284 0.2267 -0.0206 -0.0757 -1.9152
C -1.297 0.313 0.407 -0.2416 -0.0281 0.2398 0.3831
C -2.792 0.235 -0.012 -0.1693 -0.1264 0.0705 -2.3110
N -3.057 0.490 -1.423 0.6430 0.0315 0.0185 -0.2434
C -2.660 1.828 -1.902 -0.6587 0.0264 -0.3455 -0.2635
C -2.048 1.797 -3.314 0.1297 0.5012 0.0664 -0.4125
C -0.996 2.915 -3.471 -0.0660 -0.3987 0.5374 -0.8331
C 0.355 2.501 -2.861 -0.2711 -0.0776 -0.1785 -0.6912
C -3.728 1.140 0.850 0.4407 -0.2396 -0.3984 1.4505
C -4.871 0.293 1.420 -0.1082 -0.0235 0.2483 -1.1968
C -6.213 1.022 1.599 -0.1070 -0.2993 -0.0480 -0.8701
O -6.155 2.327 1.010 0.5235 -0.5451 0.2200 -0.1632
C -7.191 3.143 1.365 1.1355 0.0845 1.6172 0.6501
C -7.082 3.814 2.696 -0.0657 0.0009 0.5663 -0.9771
O -8.074 3.316 0.622 -2.1328 0.4530 -1.9860 -0.5377
C -2.925 1.900 1.901 -0.4546 0.4421 0.1137 0.2606
C -3.738 2.870 2.769 0.4616 0.0396 0.2564 -1.3634
N -4.083 4.120 2.080 0.8002 -0.3287 -0.1197 -0.4165
O -2.261 0.986 2.818 0.0910 0.0010 -0.3981 -0.5199
S -1.258 -0.072 2.168 0.3243 -0.2745 0.2100 1.4279
O 0.047 0.168 2.715 -0.1934 0.1674 -0.1135 -0.6762
O -1.833 -1.375 2.352 -0.0686 0.1483 -0.0471 -0.7114
H 7.996 3.031 3.123 0.0561 -0.0086 -0.0854 0.2811
H 9.506 2.739 2.258 -0.1083 0.0622 -0.0569 0.3702
H 8.296 3.834 1.573 -0.0537 -0.1151 0.0946 0.3485
H 8.175 0.797 1.860 0.0030 0.0235 -0.3203 0.2547
H 8.050 1.710 0.348 -0.0374 0.0242 0.1175 0.3378
H 5.933 2.736 1.748 -0.1380 -0.2106 0.2226 0.3441
H 5.976 1.097 2.455 -0.0495 0.1514 -0.0263 0.3610
H 4.975 1.992 -0.195 0.2499 -0.0432 -0.0248 0.3381
H 6.217 0.736 -0.364 -0.0998 0.1825 0.0389 0.3713
H 3.532 0.593 0.990 0.1285 -0.2276 0.1865 0.1021
H 4.779 -0.580 1.429 0.0558 0.0110 -0.1769 0.3621
H 3.570 -0.039 -1.340 0.0530 -0.1702 0.0094 0.1221
H 5.011 -1.033 -1.101 -0.2011 0.0804 -0.0854 0.5105
H 2.980 -2.423 -1.326 0.1686 0.0099 0.1258 0.2686
H 3.815 -2.725 0.185 -0.0603 0.2263 0.0326 0.4016
H 1.306 -2.612 0.347 0.0107 0.1604 -0.0779 0.4333
H 2.124 -1.514 1.429 -0.2148 0.0229 -0.1418 0.2206
H 1.274 0.359 0.487 -0.0099 -0.1007 -0.1746 0.2201
H 1.486 -0.177 -1.161 -0.1024 -0.1902 0.0561 0.5254
H -0.677 -1.717 0.148 0.0213 0.1445 -0.0861 0.7582
H -0.697 -0.787 -1.343 -0.0811 0.0611 0.1422 0.4460
H -0.882 1.320 0.302 0.0470 -0.1559 -0.0548 0.7781
H -3.064 -0.811 0.177 -0.0033 0.1632 -0.0757 0.6426
H -2.556 -0.196 -1.979 -0.1975 -0.0153 0.0161 0.6009
H -2.013 2.370 -1.198 0.1146 -0.2545 -0.0572 -0.0819
H -3.579 2.430 -1.986 0.2227 0.0850 0.1777 0.3655
H -1.587 0.819 -3.510 -0.0468 0.1047 -0.0493 0.4713
H -2.850 1.960 -4.035 0.1965 -0.3001 0.0092 0.1262
H -1.371 3.785 -2.916 0.0236 0.0503 -0.3416 0.3177
H -0.888 3.182 -4.525 0.0362 0.0949 0.1514 0.4306
H 0.931 3.371 -2.538 0.0883 -0.1625 -0.0903 0.3795
H 0.932 1.920 -3.588 0.0448 0.1119 0.1309 0.3343
H 0.197 1.847 -1.992 0.0462 0.1999 -0.0383 -0.1744
H -4.125 1.898 0.167 -0.0133 -0.1559 0.1720 0.2871
H -4.538 -0.125 2.379 -0.1127 0.0392 -0.1392 0.2837
H -5.057 -0.570 0.773 0.1859 0.2087 -0.0595 0.5378
H -6.497 1.070 2.659 0.1158 0.2334 -0.1210 0.3955
H -7.005 0.455 1.092 0.0693 0.1390 0.0732 0.4286
H -6.973 3.069 3.494 0.0429 0.1051 -0.1030 0.2917
H -7.992 4.385 2.883 0.1373 -0.0502 -0.0693 0.3402
H -6.193 4.454 2.725 -0.1786 -0.1575 -0.0781 0.2230
H -2.168 2.518 1.399 -0.0107 -0.1581 0.1303 0.4499
H -3.087 3.125 3.616 -0.1931 -0.0463 -0.0730 0.6257
H -4.617 2.375 3.199 0.0631 0.0829 -0.2133 0.1208
H -3.253 4.715 2.094 -0.3550 -0.0141 -0.0907 0.2882
H -4.243 3.919 1.095 -0.2671 0.1177 0.1426 0.1317
C -6.270 1.512 -2.739 -0.0022 0.0092 -0.0330 -0.3359
C -5.577 1.509 -4.025 -0.0195 -0.0447 0.2294 0.2718
N -4.992 1.496 -5.011 -0.0595 0.0188 -0.1350 -0.5016
H -7.216 0.980 -2.824 -0.0066 0.0188 0.0105 0.4650
H -5.644 1.020 -1.994 0.0280 -0.0046 -0.0231 -0.1351
H -6.468 2.535 -2.422 -0.0302 -0.0155 0.0173 0.2663
C -1.715 7.109 4.353 -0.0242 0.0281 -0.0793 -0.5956
C -1.863 6.779 2.938 0.0822 0.0401 0.1380 0.3389
N -1.982 6.517 1.827 0.0340 -0.0465 -0.0182 -0.4887
H -1.721 8.189 4.480 0.0077 -0.0040 0.0494 0.3466
H -2.543 6.683 4.918 0.0114 0.0178 0.0162 0.3233
H -0.775 6.718 4.740 -0.0040 0.0131 -0.0502 0.0481
C 0.311 5.276 7.628 -0.0201 0.0030 0.0551 -0.5808
C -0.274 6.611 7.655 0.1401 -0.2953 0.1076 0.3501
N -0.729 7.661 7.702 -0.1700 0.2780 -0.1024 -0.4189
H -0.218 4.650 6.911 0.0220 0.0023 0.0057 0.2313
H 1.356 5.341 7.333 -0.0130 0.0063 -0.0342 0.0963
H 0.238 4.826 8.617 -0.0244 0.0092 -0.0141 0.3354
C 3.903 2.789 5.401 0.0173 0.0059 0.0260 -0.5631
C 3.294 4.113 5.430 0.0852 -0.0264 -0.0316 0.3779
N 2.826 5.160 5.453 -0.0614 0.0333 -0.0002 -0.4377
H 3.368 2.155 4.699 -0.0079 -0.0467 -0.0455 0.1717
H 4.945 2.871 5.094 -0.0178 -0.0174 -0.0128 0.1763
H 3.857 2.341 6.392 0.0083 -0.0024 -0.0171 0.2951
C -0.672 -4.967 -1.043 0.0285 -0.0228 -0.0192 -0.1779
C 0.736 -5.345 -1.136 -0.1957 0.0719 0.0212 0.4080
N 1.840 -5.647 -1.214 0.1163 -0.0430 -0.0480 -0.4803
H -1.122 -5.431 -0.167 0.0020 0.0141 0.0016 0.2843
H -0.757 -3.885 -0.955 -0.0037 -0.0054 -0.0001 -0.1696
H -1.202 -5.295 -1.937 0.0029 0.0153 -0.0016 0.2302
C 0.507 -7.702 -4.133 0.0069 0.0256 0.0450 -0.0864
C -0.650 -6.926 -4.564 0.1837 -0.1055 0.0968 0.3606
N -1.558 -6.304 -4.886 -0.1582 0.1185 -0.0403 -0.4271
H 1.160 -7.916 -4.976 0.0111 -0.0065 0.0176 -0.1659
H 1.066 -7.137 -3.387 0.0274 -0.0320 -0.0034 0.0326
H 0.181 -8.644 -3.695 -0.0027 0.0057 -0.0021 0.2617
C 1.976 -8.329 -8.522 0.0117 -0.0031 0.0293 -0.8433
C 2.539 -8.795 -7.259 -0.0558 0.0514 -0.2174 0.3969
N 2.981 -9.162 -6.267 0.0398 -0.0560 0.1415 -0.4134
H 2.532 -8.758 -9.353 -0.0047 0.0033 0.0030 0.3286
H 0.933 -8.632 -8.595 0.0052 0.0050 -0.0029 0.2768
H 2.036 -7.244 -8.574 -0.0026 -0.0061 -0.0030 0.2816
C 4.672 -11.929 -5.176 0.0615 -0.0420 -0.0086 -0.7009
C 5.560 -12.992 -5.639 -0.1535 0.1674 0.0807 0.2991
N 6.255 -13.826 -6.005 0.1286 -0.1517 -0.0698 -0.3511
H 3.645 -12.156 -5.453 0.0006 0.0241 -0.0013 0.2422
H 4.737 -11.838 -4.094 -0.0048 0.0059 -0.0063 0.2745
H 4.953 -10.981 -5.629 -0.0360 0.0075 0.0098 0.2286
```
Forces are in eV/Å.

Calculated values
Energy relative to the best compared isomer or geometry (same formula, charge and spin)   0.0 kcal per mole
Net charge   0
Gap between HOMO and LUMO   9.6 eV
2S+1   1
Molar mass   791.1 g mol⁻¹
SMILES   CCCCCCCCCC[C@H]1[C@H](NCCCC)[C@@H](CCOC(C)=O)[C@@H](CN)OS1(=O)=O.CC#N.CC#N.CC#N.CC#N.CC#N.CC#N.CC#N.CC#N


Computed, not measured: C26H14Cl2F3IN3O5STi as an isolated structure, with wB97M-V/def2-TZVPD.

The geometry in XYZ format:
```
56
Properties=species:S:1:pos:R:3:forces:R:3:mulliken_charge:R:1
Ti 0.176 -0.310 -0.381 -0.0633 0.4476 -0.3734 -0.3975
Cl -6.626 0.385 1.921 -0.0062 -0.0024 0.0008 -0.1920
C -5.023 -0.086 1.479 0.0164 0.1154 0.0368 -0.0314
C -4.787 -1.392 1.041 0.0471 -0.0576 -0.0314 -0.5533
C -3.519 -1.797 0.683 -0.0824 0.1251 -0.0242 -0.6973
C -2.468 -0.881 0.727 0.0062 0.1870 0.0956 0.4107
O -1.241 -1.240 0.382 0.1365 0.1432 -0.3400 -0.0463
C -2.696 0.432 1.194 -0.0830 -0.0730 0.0523 0.1589
C -1.586 1.297 1.476 -0.0084 0.0834 0.0661 0.3398
N -0.384 1.087 1.066 0.0368 -0.1170 0.0630 1.0390
C 0.748 1.745 1.594 0.0742 0.0091 0.0882 -0.1291
C 0.825 3.028 2.057 0.0628 -0.0654 0.0121 -0.6607
C 2.042 3.498 2.600 0.0109 -0.0259 -0.0065 -1.0074
C 3.140 2.687 2.675 -0.0317 0.0115 0.0004 -0.9043
C 3.086 1.361 2.182 -0.0256 -0.0190 0.0276 0.6493
C 4.176 0.459 2.204 -0.0241 -0.0310 -0.0253 -0.6055
C 4.035 -0.792 1.672 -0.0622 0.0204 -0.0141 -0.9968
C 2.813 -1.149 1.076 0.0547 -0.0546 0.0103 -0.0940
N 1.772 -0.345 1.063 -0.0168 0.1084 -0.2637 0.6119
C 1.885 0.903 1.624 0.0808 0.0891 0.0518 0.8965
C -3.991 0.815 1.583 -0.0301 -0.1044 -0.0441 -0.8818
H -5.615 -2.087 0.991 -0.0035 -0.0033 0.0005 0.4477
H -3.326 -2.806 0.348 0.0159 -0.0059 -0.0006 0.5553
H -1.775 2.140 2.140 0.0338 -0.0377 0.0478 0.3387
H -0.029 3.690 2.001 -0.0096 -0.0015 -0.0095 0.4947
H 2.093 4.516 2.959 0.0120 0.0015 0.0051 0.4236
H 4.066 3.052 3.099 0.0013 0.0068 0.0058 0.4346
H 5.116 0.774 2.638 0.0067 -0.0019 0.0016 0.4607
H 4.849 -1.502 1.667 0.0090 0.0003 0.0057 0.4317
H 2.694 -2.104 0.579 0.0036 0.0087 0.0065 0.6016
H -4.176 1.810 1.965 0.0063 0.0108 0.0046 0.4696
Cl 0.356 3.729 -6.310 -0.0051 0.0155 -0.0365 -0.2431
C 0.627 2.892 -4.823 -0.0066 -0.0222 0.0793 0.5326
C 1.845 2.328 -4.583 -0.0594 -0.0217 0.0848 -0.3622
C 2.095 1.638 -3.370 -0.0232 0.2408 -0.1106 -0.0619
I 3.955 0.800 -3.030 0.0376 -0.0729 0.0555 0.0416
C 1.114 1.550 -2.428 -0.3837 0.1982 -0.1244 -0.4588
O 1.243 0.908 -1.267 -0.0026 -0.6769 0.3765 -0.2272
C -0.171 2.115 -2.676 0.1164 -0.0452 0.0349 0.7501
N -1.103 1.909 -1.713 -0.1527 -0.2633 -0.0064 0.3297
C -2.307 2.385 -1.919 -0.0392 0.0499 -0.0133 -0.0688
C -2.670 3.103 -3.075 0.0793 0.0026 -0.0194 -1.0799
C -1.735 3.305 -4.053 -0.0571 -0.0096 0.0458 -0.8451
C -0.432 2.796 -3.875 0.0878 0.0037 -0.0561 -0.1007
H 2.628 2.404 -5.324 -0.0021 0.0050 -0.0093 0.4401
H -3.048 2.197 -1.148 0.0039 -0.0219 -0.0022 0.3626
H -3.681 3.469 -3.179 -0.0039 0.0088 -0.0074 0.4302
H -1.980 3.837 -4.962 -0.0156 0.0051 0.0046 0.4473
F -1.215 -3.712 -1.371 -0.0604 0.0270 0.1130 -0.1980
C -0.794 -3.426 -2.595 0.0320 -0.0259 0.0656 0.5712
F -1.836 -3.236 -3.388 -0.0295 0.0402 -0.0600 -0.1977
F -0.053 -4.420 -3.048 0.0489 -0.0083 -0.0171 -0.1824
S 0.219 -1.881 -2.576 0.1412 0.0291 0.1637 1.1358
O 1.073 -1.965 -1.350 0.0483 -0.0993 0.2142 -0.6397
O 0.863 -1.814 -3.831 0.0377 0.0210 -0.0118 -0.5366
O -0.721 -0.786 -2.212 0.0397 -0.1472 -0.2131 -0.4061
```
Forces are in eV/Å.

Calculated values
Energy relative to the best compared isomer or geometry (same formula, charge and spin)   21.9 kcal per mole
Net charge   +1
Gap between HOMO and LUMO   6.5 eV
2S+1   1
Molar mass   783.2 g mol⁻¹


Question: Number 2 is which compound?
Answer: C26H14Cl2F3IN3O5STi


Question: Among the records above, which one has the lowest molar mass?
Answer: C26H14Cl2F3IN3O5STi